Record 1
C11H11Br2N4O6SSbSe5Tc | wB97M-V/def2-TZVPD

Output
Orbital gap ... 5.4 eV
DFT total energy ... -516207.2443 eV
Charge ... +1
ΔE to the lowest compared entry with this formula, charge and spin ... 0.0 kJ/mol
E_LUMO ... -5.757 eV

Element x y z (Å)
1 Tc -0.1427 -0.1146 -2.4408
2 N -3.2347 -1.4717 4.6133
3 C -2.3814 -1.3781 3.5699
4 C -2.8218 -1.6377 2.2597
5 C -1.9574 -1.5268 1.1999
6 C -0.6298 -1.1479 1.4199
7 C -0.1656 -0.9256 2.7220
8 C -1.0313 -1.0283 3.7783
9 S 0.5041 -1.1813 0.1318
10 O 1.7203 -1.7812 0.5805
11 O -0.1815 -1.8008 -1.0552
12 N 0.7921 0.2277 -0.6818
13 C 0.8193 1.4523 -0.0082
14 N 1.1114 1.3911 1.2831
15 C 1.1654 2.5597 1.9148
16 C 0.9318 3.7612 1.2647
17 C 0.6503 3.6878 -0.0893
18 N 0.5953 2.5293 -0.7427
19 H -4.1751 -1.7964 4.4807
20 H -2.9090 -1.3648 5.5565
21 H -3.8449 -1.9457 2.0869
22 H -2.2999 -1.7779 0.2115
23 H 0.8739 -0.6770 2.8872
24 H -0.6753 -0.8562 4.7857
25 H 1.4022 2.5254 2.9714
26 H 0.9710 4.7052 1.7862
27 H 0.4617 4.5786 -0.6770
28 Br 1.5968 -1.9033 -3.3117
29 C 3.1356 -2.1047 -2.1250
30 Br 3.9427 -0.4640 -1.5548
31 H 3.8467 -2.6419 -2.7428
32 H 2.8018 -2.6357 -1.2444
33 Se 4.6018 3.0271 -3.8667
34 Sb 3.8738 0.8783 -4.2893
35 Se 1.2485 1.2644 -3.9131
36 Se -1.3882 1.7553 -3.5558
37 Se 4.5083 -0.9433 -5.5832
38 O -4.1860 -1.0685 -1.8007
39 Se -2.8882 -0.3149 -2.2735
40 O -3.1505 1.0339 -3.2557
41 O -1.7109 -1.2008 -3.1190
42 O -1.7807 0.3120 -1.1734

---

Record 2
C38H109N5O23 | wB97M-V/def2-TZVPD

Output
Orbital gap ... 8.6 eV
DFT total energy ... -95706.9500 eV
ΔE to the lowest compared entry with this formula, charge and spin ... 414.6 kJ/mol
E_LUMO ... 0.220 eV

Element x y z (Å)
1 C -0.1480 -5.5652 3.2457
2 C 1.1806 -4.8338 2.8697
3 C 1.4782 -5.0821 1.4134
4 O 2.7778 -5.0787 0.9350
5 C 2.8618 -5.5430 -0.3891
6 N 1.0393 -3.4421 3.2463
7 H -0.5144 -5.1375 4.1790
8 H -0.1018 -6.6540 3.2636
9 H -0.9364 -5.3938 2.5128
10 H 2.0046 -5.1746 3.4966
11 H 0.8029 -4.5310 0.7588
12 H 1.2291 -6.1224 1.2043
13 H 3.0359 -6.6184 -0.3522
14 H 3.7903 -5.2600 -0.8849
15 H 2.0563 -5.3073 -1.0846
16 H 1.9215 -2.9668 3.1195
17 H 0.9251 -3.3688 4.2471
18 C 2.4658 2.8297 3.9929
19 C 2.7268 1.7465 2.9160
20 C 3.9580 2.1140 2.1230
21 O 3.8792 3.4084 1.5640
22 C 4.8690 3.5755 0.5329
23 N 2.9674 0.5162 3.6998
24 H 2.3273 3.7666 3.4534
25 H 3.2978 2.8912 4.6945
26 H 1.5194 2.5824 4.4737
27 H 1.9027 1.6409 2.2106
28 H 4.2072 1.3540 1.3825
29 H 4.8165 2.1813 2.7913
30 H 5.8462 3.7024 0.9989
31 H 4.6438 4.4758 -0.0388
32 H 4.8691 2.7747 -0.2066
33 H 2.1373 0.2722 4.2209
34 H 3.6091 0.8264 4.4155
35 C 3.1189 -0.2058 -1.2796
36 C 4.0415 -1.4989 -1.4531
37 C 5.4800 -1.2869 -0.8864
38 O 6.2438 -2.3744 -1.3782
39 C 7.5423 -2.4983 -0.8746
40 N 3.3833 -2.5306 -0.6986
41 H 3.5368 0.5990 -1.8843
42 H 3.0369 0.1607 -0.2564
43 H 2.1375 -0.3810 -1.7203
44 H 4.0509 -1.6840 -2.5272
45 H 5.6078 -1.1530 0.1878
46 H 5.8820 -0.4638 -1.4771
47 H 8.2663 -1.6994 -1.0343
48 H 8.0320 -3.3668 -1.3150
49 H 7.5247 -2.6577 0.2036
50 H 3.9704 -3.3456 -0.8043
51 H 3.4173 -2.2575 0.2731
52 C -3.9336 6.1798 -3.9493
53 C -5.1434 5.2093 -3.5957
54 C -4.7845 4.2388 -2.4173
55 O -3.7138 3.3809 -2.6586
56 C -3.3722 2.4580 -1.5888
57 N -6.2127 6.1377 -3.2093
58 H -3.1038 5.5047 -4.1587
59 H -3.6847 6.8388 -3.1175
60 H -4.0871 6.7201 -4.8834
61 H -5.3556 4.6451 -4.5038
62 H -5.6554 3.6189 -2.2042
63 H -4.6296 4.6808 -1.4331
64 H -2.6377 1.7055 -1.8759
65 H -4.2194 1.8517 -1.2680
66 H -2.8981 2.9703 -0.7516
67 H -6.0195 6.7765 -2.4513
68 H -6.3815 6.7252 -4.0133
69 C 1.5256 3.2458 -1.1422
70 C 1.5524 4.6865 -0.6311
71 C 0.4665 5.5614 -1.1493
72 O -0.8519 5.2251 -0.6649
73 C -1.8733 6.1987 -0.8241
74 N 1.6970 4.5942 0.8105
75 H 2.2934 2.6008 -0.7150
76 H 1.5933 3.3546 -2.2247
77 H 0.5272 2.8441 -0.9692
78 H 2.4971 5.1374 -0.9351
79 H 0.4178 5.5664 -2.2382
80 H 0.7802 6.4897 -0.6719
81 H -1.6205 7.1853 -0.4359
82 H -2.8264 5.9432 -0.3610
83 H -2.0139 6.4197 -1.8822
84 H 2.5870 4.1551 0.9985
85 H 0.9671 3.9705 1.1240
86 C -3.9844 -1.2473 -2.9565
87 C -5.1876 -2.1532 -2.6809
88 O -6.2969 -2.0271 -3.5758
89 O -3.2042 -1.6715 -4.1105
90 H -3.3688 -1.3832 -2.0673
91 H -4.3331 -0.2146 -2.9455
92 H -5.6978 -2.1474 -1.7177
93 H -4.8336 -3.1760 -2.8102
94 H -6.7610 -2.8620 -3.6707
95 H -2.4526 -1.0768 -4.1657
96 C 5.4912 -3.3062 2.0125
97 C 4.8126 -2.1350 2.8591
98 O 3.6253 -1.6961 2.2241
99 O 5.0346 -4.6256 2.2929
100 H 6.5654 -3.4311 2.1487
101 H 5.3266 -3.1315 0.9492
102 H 5.5085 -1.2962 2.8743
103 H 4.6059 -2.4913 3.8682
104 H 3.3788 -0.9289 2.7459
105 H 4.2028 -4.6981 1.8192
106 C -3.6324 -4.1173 -0.3790
107 C -2.8652 -4.6222 -1.6504
108 O -1.5346 -5.0105 -1.3220
109 O -3.2541 -2.8360 0.0065
110 H -3.4335 -4.8327 0.4191
111 H -4.7161 -4.1157 -0.4953
112 H -2.6630 -3.9195 -2.4587
113 H -3.4088 -5.4272 -2.1450
114 H -1.0327 -4.3312 -1.7784
115 H -2.3305 -2.8004 0.2658
116 C -5.1257 -0.8191 1.9661
117 C -6.4600 -1.1231 1.3162
118 O -7.5320 -1.3699 2.1816
119 O -4.1364 -0.4805 1.0797
120 H -4.9246 -1.6754 2.6099
121 H -5.2098 0.0393 2.6325
122 H -6.2886 -2.0498 0.7685
123 H -6.6709 -0.2868 0.6497
124 H -7.6607 -0.6972 2.8543
125 H -3.7835 -1.3096 0.7486
126 C -0.6688 4.6285 3.1974
127 C -1.0859 3.2137 2.7149
128 O -0.0769 2.6803 1.8447
129 O -0.9176 5.5459 2.1157
130 H 0.3628 4.7119 3.5392
131 H -1.1923 4.9970 4.0796
132 H -2.0777 3.3647 2.2886
133 H -1.0506 2.5499 3.5788
134 H -0.4463 1.9648 1.3219
135 H -0.3960 5.1730 1.4012
136 C -0.8649 -0.8288 5.0319
137 C -2.2404 -0.4494 4.4934
138 O -3.1196 0.0067 5.6389
139 O -0.0294 0.1782 5.5093
140 H -0.2740 -1.2873 4.2390
141 H -0.9492 -1.5667 5.8297
142 H -2.5920 -1.2837 3.8864
143 H -2.0625 0.3107 3.7327
144 H -3.0421 0.9408 5.8465
145 H -0.2039 0.2719 6.4486
146 C 0.0187 0.7373 -4.1214
147 C 0.3754 2.2059 -4.4886
148 O 0.2715 2.5288 -5.8799
149 O -1.3277 0.4283 -4.3108
150 H 0.3687 0.4776 -3.1223
151 H 0.6144 -0.0449 -4.5918
152 H 1.4040 2.4236 -4.2010
153 H -0.3109 2.8296 -3.9158
154 H -0.5815 2.1603 -6.1210
155 H -1.7245 1.1729 -4.7687
156 C -0.6491 -0.4562 0.0456
157 C 0.0537 -1.1041 1.2329
158 O -0.8339 -2.0330 1.7293
159 O -1.6343 0.5278 0.3396
160 H -1.0446 -1.1878 -0.6589
161 H 0.0076 0.0931 -0.6290
162 H 0.2919 -0.3934 2.0242
163 H 0.9803 -1.6260 0.9939
164 H -0.4240 -2.6753 2.3133
165 H -2.3679 0.0647 0.7506
166 C 1.2038 -2.7403 -3.5831
167 C 1.5885 -4.1174 -4.1320
168 O 0.5767 -4.8258 -4.7795
169 O 0.8955 -2.7638 -2.1946
170 H 0.3875 -2.3195 -4.1702
171 H 2.0270 -2.0281 -3.5255
172 H 2.1569 -4.6861 -3.3961
173 H 2.2998 -4.0817 -4.9571
174 H 0.2193 -4.1657 -5.3779
175 H 1.7140 -2.7947 -1.6938

---

Record 3
C4H11NOS | wB97M-V/def2-TZVPD

Output
Orbital gap ... 9.8 eV
DFT total energy ... -18697.6794 eV
ΔE to the lowest compared entry with this formula, charge and spin ... 216.0 kJ/mol
E_LUMO ... 0.843 eV
SMILES ... N[C@H](CO)CCS

Element x y z (Å)
1 N 1.8555 1.0671 -0.1697
2 C 0.6751 0.1503 -0.0854
3 C 0.8437 -1.0617 -1.0467
4 O 1.4806 -2.1315 -0.4396
5 C -0.7212 0.8779 0.0731
6 C -1.6499 0.6694 1.3408
7 S -2.4248 -1.0125 1.1817
8 H 1.8059 1.4102 -1.1241
9 H 2.7600 0.6462 -0.0065
10 H 0.8303 -0.2934 0.9226
11 H -0.1933 -1.4886 -1.3831
12 H 1.3268 -0.8993 -1.9872
13 H 2.4277 -2.2239 -0.6884
14 H -1.3693 0.6929 -0.7722
15 H -0.6123 2.0166 -0.0885
16 H -1.0582 0.6649 2.2493
17 H -2.3452 1.5818 1.4711
18 H -3.6314 -0.6662 0.5529